(1)
ORCA calculation (wB97M-V/def2-TZVPD) on 2 unconnected molecules or ions with the total composition CHN3O3 at a distorted geometry.

Positions of all 8 atoms, in Å:
C  -1.862  -0.914  0.136
N  -1.138  -1.857  0.066
N  0.969  -0.282  -0.212
N  0.888  0.933  0.007
O  -2.662  -0.054  0.104
O  -0.103  1.588  -0.036
O  2.076  1.375  0.244
H  1.833  -0.790  -0.310

## Properties
2S+1	1
maximum force	0.057	hartree/bohr
E_HOMO (spin up / spin down)	-11.4602 / -11.1881	eV
molar mass	103.04	g/mol
ΔE to the lowest compared entry with this formula, charge and spin	4.256	eV
Kohn-Sham gap (spin up / spin down)	0.2887 / 0.2887	hartree

***

(2)
ORCA calculation (wB97M-V/def2-TZVPD) on 2 unconnected molecules or ions with the total composition CHN3O4S at a distorted geometry.

Positions of all 10 atoms, in Å:
C  0.282  1.674  1.026
N  0.138  2.456  1.818
N  0.481  0.832  0.069
N  3.566  -0.723  0.433
O  4.245  -1.500  -0.183
O  3.702  -0.336  1.562
O  2.175  2.381  -1.040
O  -0.181  -0.363  -0.097
S  1.733  1.016  -1.160
H  -0.810  -0.457  0.670

## Properties
2S+1	1
maximum force	0.089	hartree/bohr
E_HOMO (spin up / spin down)	-9.0018 / -10.0946	eV
molar mass	151.10	g/mol
ΔE to the lowest compared entry with this formula, charge and spin	2.066	eV
Kohn-Sham gap (spin up / spin down)	0.2424 / 0.3091	hartree

***

(3)
ORCA calculation (wB97M-V/def2-TZVPD) on 2 unconnected molecules or ions with the total composition CHN4 at a distorted geometry.

Positions of all 6 atoms, in Å:
C  0.259  0.943  -1.392
N  -0.510  -1.550  1.721
N  0.233  1.561  -2.337
N  0.122  -0.483  1.836
N  -0.591  -1.060  0.555
H  0.488  0.589  -0.383

## Properties
2S+1	1
maximum force	0.067	hartree/bohr
total charge	-1
E_HOMO	-1.5457	eV
molar mass	69.05	g/mol
ΔE to the lowest compared entry with this formula, charge and spin	5.369	eV
Kohn-Sham gap	0.2369	hartree

***

(4)
ORCA calculation (wB97M-V/def2-TZVPD) on a gas-phase ion, CHN4O2 (charge +1) at a distorted geometry.

Positions of all 8 atoms, in Å:
C  0.783  0.700  0.253
N  -0.908  -0.943  -0.473
N  -1.187  -0.442  0.598
N  -0.216  -0.521  -1.395
N  -0.106  0.268  1.068
O  1.605  1.395  -0.068
O  -0.025  0.652  2.256
H  0.054  -1.110  -2.239

## Properties
2S+1	3
maximum force	0.058	hartree/bohr
total charge	+1
E_HOMO (spin up / spin down)	-15.8459 / -17.0423	eV
molar mass	101.05	g/mol
ΔE to the lowest compared entry with this formula, charge and spin	0.156	eV
Kohn-Sham gap (spin up / spin down)	0.3412 / 0.3036	hartree